1.
{
  "formula": "C24H25BrIN5O3S2W",
  "method": "the ωB97M-V functional and the def2-TZVPD basis",
  "multiplicity": 2,
  "lumo_energy_ev": [-3.3280, -3.0469],
  "orbital_gap_ev": [6.448, 6.368],
  "homo_ev": [-9.78, -9.42],
  "charge": 1,
  "elements": ["W", "O", "N", "C", "C", "C", "C", "C", "S", "H", "H", "H", "H", "C", "C", "N", "N", "C", "S", "N", "N", "H", "H", "H", "H", "H", "H", "Br", "C", "C", "C", "C", "C", "C", "I", "H", "H", "H", "H", "C", "C", "C", "C", "C", "C", "C", "C", "C", "C", "O", "O", "H", "H", "H", "H", "H", "H", "H", "H", "H", "H", "H"],
  "xyz": [[0.238, -0.732, -0.665], [0.904, -1.987, 0.898], [0.029, -2.649, 1.651], [0.514, -3.469, 2.609], [-0.319, -4.235, 3.379], [-1.699, -4.167, 3.164], [-2.182, -3.297, 2.218], [-1.312, -2.521, 1.447], [-1.917, -1.447, 0.257], [1.589, -3.475, 2.702], [0.091, -4.874, 4.143], [-2.381, -4.786, 3.723], [-3.237, -3.185, 2.035], [3.985, 4.289, -0.612], [4.102, 2.857, -0.942], [5.198, 2.178, -1.028], [4.845, 0.903, -1.271], [3.505, 0.757, -1.308], [2.633, -0.655, -1.510], [3.018, 2.021, -1.130], [1.669, 2.302, -1.158], [4.982, 4.713, -0.553], [3.489, 4.420, 0.350], [3.410, 4.825, -1.364], [5.543, 0.189, -1.406], [1.343, 2.575, -2.086], [1.437, 3.020, -0.478], [0.060, -5.867, -4.015], [1.104, -5.709, -2.449], [1.774, -6.808, -1.930], [2.537, -6.671, -0.784], [2.644, -5.441, -0.158], [1.986, -4.339, -0.677], [1.206, -4.483, -1.808], [0.069, -2.766, -2.531], [1.678, -7.760, -2.424], [3.054, -7.528, -0.386], [3.234, -5.339, 0.738], [2.076, -3.369, -0.206], [-4.979, 5.155, 1.021], [-3.880, 4.236, 0.596], [-2.589, 4.399, 1.082], [-1.571, 3.521, 0.755], [-0.199, 3.778, 1.307], [-1.836, 2.462, -0.129], [-3.121, 2.317, -0.684], [-3.471, 1.226, -1.646], [-4.115, 3.204, -0.303], [-0.825, 1.437, -0.409], [-0.703, 0.908, -1.562], [-0.079, 0.964, 0.511], [-4.756, 5.608, 1.984], [-5.921, 4.618, 1.095], [-5.111, 5.957, 0.295], [-2.386, 5.226, 1.745], [-0.261, 4.284, 2.268], [0.340, 4.438, 0.622], [0.352, 2.851, 1.438], [-3.001, 0.275, -1.397], [-3.135, 1.493, -2.647], [-4.547, 1.074, -1.668], [-5.106, 3.081, -0.712]],
  "mulliken_charge": [0.3104, -0.6799, 0.3277, -0.2196, -0.7562, -0.2943, -0.8070, 0.6980, -0.4752, 0.4916, 0.4289, 0.4150, 0.4330, -1.2450, 0.9685, -0.7781, 0.2730, 0.1129, -0.4835, 0.2639, -0.4662, 0.3575, 0.2913, 0.3381, 0.1813, 0.2622, 0.0364, -0.2009, 0.2301, -0.3842, -0.5565, -0.7764, 0.1213, -0.1191, 0.3295, 0.4095, 0.3892, 0.3972, 0.3665, -1.4873, 0.5809, -0.8166, 1.1650, -2.1549, 0.7609, 0.9190, -1.3789, -0.8491, 1.3070, -0.5214, -0.6213, 0.3896, 0.3993, 0.2920, 0.4411, 0.5157, 0.3121, 0.3633, 0.0639, 0.2905, 0.4041, 0.4344]
}



2.
{
  "formula": "C54H92BrClFNO9",
  "method": "the ωB97M-V functional and the def2-TZVPD basis",
  "smiles": "CCCCCCCCCCCCCc1cc2c(c(N(C(C)=O)C(C)=O)c1)C(=O)c1c(cc(F)c(Br)c1[C@@H](Cl)CC)C2=O.CCOCC.CCOCC.CCOCC.CCOCC.CCOCC",
  "lumo_energy_ev": -0.7915,
  "orbital_gap_ev": 8.693,
  "homo_ev": -9.48,
  "elements": ["C", "C", "C", "C", "C", "C", "C", "C", "C", "C", "C", "C", "C", "C", "C", "C", "C", "C", "N", "C", "C", "O", "C", "C", "O", "C", "C", "O", "C", "C", "C", "C", "F", "C", "Br", "C", "C", "Cl", "C", "C", "C", "O", "H", "H", "H", "H", "H", "H", "H", "H", "H", "H", "H", "H", "H", "H", "H", "H", "H", "H", "H", "H", "H", "H", "H", "H", "H", "H", "H", "H", "H", "H", "H", "H", "H", "H", "H", "H", "H", "H", "H", "H", "H", "H", "C", "C", "O", "C", "C", "H", "H", "H", "H", "H", "H", "H", "H", "H", "H", "C", "C", "O", "C", "C", "H", "H", "H", "H", "H", "H", "H", "H", "H", "H", "C", "C", "O", "C", "C", "H", "H", "H", "H", "H", "H", "H", "H", "H", "H", "C", "C", "O", "C", "C", "H", "H", "H", "H", "H", "H", "H", "H", "H", "H", "C", "C", "O", "C", "C", "H", "H", "H", "H", "H", "H", "H", "H", "H", "H"],
  "xyz": [[-0.055, -4.167, 6.114], [-1.380, -4.555, 6.814], [-2.273, -5.449, 5.928], [-2.431, -4.922, 4.483], [-3.813, -5.270, 3.884], [-4.017, -4.548, 2.533], [-4.203, -3.007, 2.834], [-5.433, -2.497, 2.062], [-5.246, -2.628, 0.528], [-5.618, -1.346, -0.287], [-4.456, -0.782, -1.153], [-3.713, 0.398, -0.484], [-2.984, -0.024, 0.819], [-1.533, -0.414, 0.565], [-1.199, -1.666, 0.076], [0.127, -1.935, -0.171], [1.080, -0.964, 0.079], [0.763, 0.273, 0.600], [1.813, 1.229, 0.866], [1.717, 2.411, 0.060], [2.786, 3.495, 0.186], [0.837, 2.567, -0.766], [1.856, 1.498, 2.279], [2.033, 0.272, 3.175], [1.729, 2.593, 2.775], [-0.576, 0.537, 0.843], [2.518, -1.311, -0.261], [3.446, -1.033, 0.465], [2.661, -2.078, -1.566], [1.721, -3.064, -1.788], [1.730, -3.849, -2.913], [2.718, -3.602, -3.831], [2.720, -4.331, -4.947], [3.650, -2.615, -3.633], [4.915, -2.395, -5.068], [3.662, -1.823, -2.502], [4.690, -0.719, -2.339], [3.809, 0.847, -2.067], [5.784, -0.977, -1.293], [7.074, -0.239, -1.765], [0.627, -3.242, -0.745], [0.222, -4.332, -0.401], [-0.247, -3.484, 5.279], [0.438, -5.080, 5.755], [0.643, -3.671, 6.797], [-1.887, -3.642, 7.148], [-1.084, -5.151, 7.689], [-3.285, -5.516, 6.355], [-1.858, -6.465, 5.959], [-2.256, -3.839, 4.469], [-1.679, -5.384, 3.824], [-4.568, -4.869, 4.576], [-3.865, -6.362, 3.797], [-3.087, -4.650, 1.959], [-4.893, -4.902, 1.983], [-4.307, -2.840, 3.915], [-3.262, -2.530, 2.529], [-6.317, -3.047, 2.406], [-5.580, -1.429, 2.282], [-5.850, -3.447, 0.120], [-4.203, -2.859, 0.272], [-5.959, -0.533, 0.370], [-6.450, -1.576, -0.964], [-3.722, -1.580, -1.328], [-4.872, -0.418, -2.100], [-4.478, 1.131, -0.186], [-3.051, 0.900, -1.198], [-3.503, -0.814, 1.366], [-2.982, 0.858, 1.473], [-1.925, -2.451, -0.125], [2.559, 4.319, -0.496], [2.823, 3.924, 1.190], [3.758, 3.081, -0.111], [1.064, -0.124, 3.499], [2.556, 0.599, 4.078], [2.606, -0.521, 2.687], [-0.861, 1.504, 1.252], [0.989, -4.617, -3.111], [5.198, -0.583, -3.294], [5.555, -0.545, -0.319], [6.021, -2.041, -1.176], [7.924, -0.464, -1.113], [6.879, 0.835, -1.622], [7.289, -0.398, -2.825], [4.445, -7.002, -5.294], [5.455, -7.307, -6.388], [5.533, -8.680, -6.723], [4.349, -9.262, -7.236], [3.879, -8.638, -8.539], [4.609, -7.647, -4.429], [4.529, -5.962, -4.981], [3.422, -7.165, -5.636], [6.450, -7.027, -6.041], [5.254, -6.705, -7.282], [3.553, -9.241, -6.482], [4.584, -10.313, -7.410], [3.528, -7.614, -8.391], [3.053, -9.214, -8.960], [4.693, -8.604, -9.264], [-0.453, 5.196, -2.059], [-0.465, 6.568, -1.407], [0.617, 7.392, -1.811], [0.679, 7.713, -3.188], [-0.522, 8.497, -3.692], [0.519, 4.722, -1.939], [-1.214, 4.556, -1.612], [-0.659, 5.260, -3.130], [-0.367, 6.446, -0.327], [-1.421, 7.077, -1.578], [0.832, 6.807, -3.786], [1.577, 8.322, -3.311], [-1.427, 7.887, -3.690], [-0.351, 8.836, -4.714], [-0.710, 9.363, -3.058], [1.632, 9.895, 2.983], [0.120, 9.744, 2.955], [-0.548, 10.831, 2.342], [-0.241, 11.055, 0.977], [-0.610, 9.893, 0.072], [1.914, 10.864, 3.398], [2.081, 9.106, 3.587], [2.060, 9.830, 1.981], [-0.252, 9.705, 3.980], [-0.168, 8.799, 2.481], [0.815, 11.322, 0.860], [-0.818, 11.934, 0.683], [0.020, 9.023, 0.259], [-0.487, 10.171, -0.974], [-1.646, 9.589, 0.239], [-9.429, -5.811, 5.805], [-8.059, -5.870, 6.461], [-7.132, -4.946, 5.921], [-7.466, -3.577, 6.051], [-7.576, -3.111, 7.493], [-9.338, -5.875, 4.720], [-10.054, -6.633, 6.158], [-9.946, -4.878, 6.037], [-7.628, -6.858, 6.294], [-8.140, -5.743, 7.546], [-8.383, -3.350, 5.495], [-6.661, -3.026, 5.561], [-8.439, -3.555, 7.994], [-7.691, -2.027, 7.534], [-6.687, -3.396, 8.057], [4.810, 3.520, -5.362], [4.987, 3.763, -3.872], [6.080, 4.609, -3.561], [6.007, 5.926, -4.075], [4.822, 6.720, -3.549], [5.749, 3.194, -5.812], [4.050, 2.757, -5.534], [4.494, 4.426, -5.882], [5.193, 2.812, -3.383], [4.063, 4.150, -3.426], [6.015, 5.912, -5.170], [6.930, 6.418, -3.764], [3.876, 6.326, -3.927], [4.895, 7.762, -3.861], [4.783, 6.677, -2.460]],
  "mulliken_charge": [-1.0302, -0.5383, -0.5366, -0.2575, -0.8639, -0.9024, -0.2443, -1.4181, -0.2001, -0.9669, -0.5638, -0.9058, 0.1536, -0.2508, -0.6903, 0.9740, 0.1732, -0.6451, 0.8432, 0.4367, -1.1284, -0.5385, 0.7360, -1.0792, -0.5786, -0.1583, 0.3117, -0.6333, 0.0166, 0.8055, -1.0414, 0.5861, -0.4018, -0.3754, -0.2048, 0.2519, -0.0657, -0.1857, -0.4829, -1.3551, -0.3163, -0.5760, 0.2143, 0.2739, 0.3711, 0.2818, 0.3575, 0.2506, 0.3455, 0.1550, 0.2744, 0.2141, 0.4747, 0.2308, 0.5884, 0.6977, 0.0159, 0.4592, 0.3674, 0.6878, 0.0174, 0.4195, 0.3985, 0.2747, 0.3793, 0.4674, 0.3642, -0.9362, 0.6314, 0.4616, 0.2094, 0.4229, 0.2734, 0.2358, 0.4187, 0.2186, 0.5033, 0.5413, 0.5565, 0.1951, 0.4717, 0.4037, 0.2809, 0.3338, -0.6373, -0.4668, -0.4308, -0.2928, -1.0208, 0.3094, 0.0980, 0.2679, 0.3431, 0.2828, 0.2880, 0.3374, 0.2352, 0.3881, 0.2886, -1.1390, -0.3051, -0.3775, -0.1537, -1.1327, 0.1648, 0.4013, 0.3224, 0.3595, 0.3785, 0.3026, 0.3105, 0.2739, 0.4388, 0.1773, -1.0393, -0.2495, -0.4251, -0.6194, -0.4858, 0.2994, 0.3884, 0.2402, 0.3385, 0.2508, 0.3315, 0.3567, 0.1444, 0.1255, 0.3129, -1.0855, -0.3625, -0.3301, -0.0164, -1.3274, 0.2903, 0.3916, 0.2769, 0.3166, 0.3310, 0.3235, 0.1618, 0.3057, 0.4087, 0.3242, -1.2594, 0.7333, -0.4337, -0.4525, -0.8862, 0.3335, 0.3921, 0.3270, -0.2605, -0.0015, 0.2910, 0.3582, 0.1776, 0.4650, 0.2711]
}



3.
{
  "formula": "C2H3NO",
  "method": "the ωB97M-V functional and the def2-TZVPD basis",
  "relative_energy_kj_mol": 202.0,
  "smiles": "C#N.C=O",
  "lumo_energy_ev": 1.0777,
  "orbital_gap_ev": 10.818,
  "homo_ev": -9.74,
  "elements": ["C", "N", "H", "C", "O", "H", "H"],
  "xyz": [[-2.150, 0.579, -0.025], [-1.316, -0.210, 0.191], [-2.823, 1.318, 0.086], [1.584, -0.362, -0.123], [1.342, 0.792, 0.061], [1.290, -1.232, 0.710], [2.072, -0.885, -0.901]],
  "mulliken_charge": [0.0281, -0.3320, 0.2975, -0.0283, -0.3876, 0.1508, 0.2715]
}



Calculated values (eV/A) of largest force on an atom for the records, taken in order: 2.1 1.8 5.6.